This record from the OMol25 dataset describes 25 unconnected molecules or ions with the total composition C25H100N50O25 in a non-equilibrium geometry. The level of theory is ωB97M-V/def2-TZVPD.

XYZ file:
```
200
C25H100N50O25 ωB97M-V/def2-TZVPD
O -5.685 4.032 -5.064
O 6.674 -1.528 3.344
O -0.127 -1.801 -7.618
O -2.439 2.762 -3.335
O 4.994 2.634 0.421
O -0.181 -0.901 5.735
O 1.560 5.932 -0.576
O -2.174 -2.220 -0.503
O -4.047 -2.842 -5.691
O 1.214 -2.937 1.636
O -3.083 -0.145 3.008
O 0.900 4.188 5.860
O 2.594 -0.927 -1.006
O 0.428 1.419 1.582
O -1.881 4.324 1.469
O -4.003 2.914 5.926
O 3.986 0.507 5.118
O 1.983 -3.997 -4.095
O -6.605 -1.425 -3.377
O 4.984 -2.735 -0.428
O 4.940 -5.120 6.419
O -2.124 -5.626 -2.396
O -4.782 -3.443 3.767
O -1.871 1.213 -5.905
O 1.160 1.749 -4.558
N 0.683 3.560 3.577
N 1.289 -3.340 -6.758
N -3.289 -2.585 5.315
N -2.365 2.135 7.109
N 1.037 -0.118 -2.433
N -5.439 6.195 -5.638
N 3.143 -0.412 -3.179
N -6.390 -2.982 -1.556
N -0.948 3.358 -5.977
N -0.983 4.753 4.657
N 7.674 -0.385 1.612
N 2.740 3.473 -4.157
N -6.593 -3.815 -3.687
N -2.929 -1.566 -7.334
N -0.195 -0.603 0.454
N 3.535 5.156 0.386
N -1.779 4.943 -0.765
N -2.375 0.484 -2.987
N 0.629 3.719 -3.208
N 2.347 1.695 6.078
N -3.167 -5.347 -4.333
N 1.957 -3.679 -1.861
N -4.357 1.456 -3.422
N 4.509 -3.189 4.969
N -0.415 -1.527 3.510
N 3.444 1.068 0.863
N -1.266 1.416 0.089
N -3.629 2.127 2.765
N 3.455 2.734 4.397
N 0.854 -4.435 3.210
N 1.649 -1.429 4.514
N -2.671 -3.463 -3.113
N -4.016 -4.774 5.480
N 4.206 -2.427 1.747
N -2.143 1.543 4.321
N 3.970 -3.579 -2.900
N 1.945 3.677 -0.120
N -3.211 -2.466 1.440
N 5.836 0.533 2.919
N -0.329 1.696 -7.543
N -1.027 6.370 0.941
N -3.421 4.136 7.790
N 5.203 0.432 -0.434
N -3.828 5.116 -4.339
N 0.073 -1.940 -5.275
N 1.645 -5.252 1.207
N -4.390 -0.611 -5.778
N 6.337 -3.151 1.319
N 6.647 -3.881 5.529
N -2.692 -4.277 0.257
C 0.250 4.165 4.766
C -2.696 -2.972 0.347
C -3.041 1.623 -3.293
C 6.749 -0.468 2.700
C 5.133 -2.809 0.809
C -1.516 5.102 0.564
C 2.597 -3.786 -3.076
C -1.141 2.071 -6.411
C 1.269 -4.152 1.904
C 0.297 -1.219 4.658
C 0.361 -2.327 -6.637
C 1.435 2.817 -3.947
C 4.631 1.471 0.288
C -0.274 0.740 0.841
C 2.280 -0.468 -2.119
C -2.873 1.080 3.248
C 3.328 1.563 5.249
C -3.373 3.067 6.915
C 2.257 5.001 -0.093
C -6.520 -2.596 -2.912
C -4.106 -3.544 4.774
C -4.988 4.962 -5.018
C -3.778 -1.753 -6.216
C 5.284 -4.143 5.726
C -2.605 -4.832 -3.216
H -0.404 3.773 -3.286
H 2.804 1.605 1.401
H -1.424 0.563 -3.281
H 5.995 1.428 2.491
H 4.368 -2.666 2.732
H -2.725 -0.585 -7.211
H 3.010 3.910 -3.275
H 0.109 3.553 2.746
H -4.640 -5.536 5.209
H -2.638 1.283 6.727
H -5.077 -0.859 -5.068
H 1.900 -3.494 -5.964
H 3.846 6.108 0.486
H -3.266 -1.464 1.364
H -6.282 -2.234 -0.924
H 5.698 0.802 -1.219
H -4.708 6.673 -6.135
H -1.927 2.163 8.002
H 4.137 4.424 0.744
H -1.291 5.647 -1.270
H -0.357 6.158 1.683
H 1.457 -6.177 1.624
H -1.266 -0.959 3.376
H 4.010 -0.910 -3.155
H -0.654 -1.240 -5.170
H -4.116 0.249 -6.196
H -3.325 3.008 3.152
H 0.254 -3.808 3.647
H 3.475 3.018 -4.613
H 3.020 3.500 4.919
H 4.693 -0.435 -0.533
H -2.485 -3.035 -2.238
H 0.422 0.293 -1.774
H -2.092 -2.147 -7.501
H 6.980 -2.999 5.122
H 3.526 -3.434 5.161
H 0.635 2.034 -7.479
H -2.203 2.455 4.702
H -3.579 4.981 7.252
H -5.668 -3.688 -1.464
H -4.036 -2.883 1.919
H 4.809 -2.238 4.861
H -1.833 2.093 0.597
H 0.988 0.462 -3.254
H -0.539 6.753 0.151
H 4.276 -3.715 -1.949
H 0.707 -0.917 0.110
H -1.387 3.650 -5.102
H 1.576 3.064 3.524
H -3.193 -6.323 -4.584
H 2.533 -3.033 -1.267
H -3.735 6.044 -4.044
H -0.312 0.710 -7.765
H -3.633 -4.744 -5.015
H 7.258 -4.446 6.117
H 2.507 2.957 0.261
H 7.013 -3.715 0.844
H -2.973 -4.799 1.065
H 1.699 -5.167 0.198
H -4.359 2.056 2.065
H -4.912 2.242 -3.744
H 7.759 0.462 1.068
H 1.216 -5.264 3.644
H -2.834 4.168 8.584
H 3.267 -2.377 1.454
H -1.781 0.914 -0.602
H 5.116 0.502 3.647
H 2.221 1.162 6.875
H 0.954 -3.472 -1.813
H 2.749 0.116 -3.952
H -1.683 0.820 4.900
H -3.154 -2.547 6.309
H -3.360 -4.883 6.254
H -6.575 -3.745 -4.688
H 1.047 4.410 -2.569
H -0.705 4.045 -6.691
H -7.188 -4.515 -3.334
H 1.996 -1.186 3.593
H 6.550 -2.946 2.246
H 1.679 2.458 5.921
H 2.246 -0.958 5.174
H 0.200 -2.661 -4.599
H 0.208 -1.615 2.619
H -1.342 5.236 5.444
H 1.024 3.289 -0.207
H -1.062 -0.890 0.130
H -2.275 -4.818 -0.513
H 8.141 -1.177 1.224
H -6.297 6.027 -6.182
H -1.915 3.994 -1.155
H -3.467 4.327 -3.753
H -3.129 -1.720 4.795
H 3.144 0.059 0.828
H -1.204 5.184 3.779
H -3.347 -2.940 -3.660
H 4.551 -3.716 -3.733
H -2.822 -0.396 -3.025
H 1.363 -3.983 -7.571
H 4.449 2.869 4.251
H -4.744 0.598 -3.709
```

Computed properties:
HOMO ... -9.3 eV
M ... 1501.40 Da
Total charge ... 0
Energy ... -153267.7122 eV
ΔE to the lowest compared entry with this formula, charge and spin ... 474.50 kJ/mol

These are the Mulliken partial charges, in e, on atoms 1 to 5: -0.555, -0.665, -0.728, -0.326, -0.853